(1)
Entry from the Open Molecules 2025 dataset: a cluster of 2 separate species, C3H2FNOS in total (the ωB97M-V functional and the def2-TZVPD basis).

The geometry in XYZ format:
```
9
Properties=species:S:1:pos:R:3:forces:R:3
O -1.0755 -2.1420 0.5225 -0.4 -0.8 0.4
H 2.0054 1.2371 0.2363 0.2 -0.1 0.0
C -1.0574 0.5760 0.1160 -2.4 2.8 -0.2
C 1.1140 0.6600 0.0568 0.5 -0.9 0.0
F -2.9402 1.4690 -0.0609 3.7 -1.9 0.3
S -0.7503 -1.1400 -0.4669 0.9 0.4 -0.2
N -0.1023 1.3401 0.1559 -2.0 0.3 0.0
C 1.0070 -0.6441 -0.2152 -0.5 0.4 -0.2
H 1.7994 -1.3562 -0.3444 0.1 -0.2 0.0
```
Forces are in eV/Å.

For the energy relative to the best compared isomer or geometry (same formula, charge and spin), the calculation gives 484.9 kJ/mol. The charge is 0.


(2)
Entry from the Open Molecules 2025 dataset: a cluster of 6 separate species, C4H19NO7 in total (the ωB97M-V functional and the def2-TZVPD basis).

The geometry in XYZ format:
```
31
Properties=species:S:1:pos:R:3:forces:R:3
H 1.1722 2.3216 1.3884 1.0 -2.4 -2.1
C -0.6580 0.6881 -2.8603 0.0 0.3 1.1
H -0.2214 1.9680 -0.3540 1.2 -0.5 -0.3
O 1.5081 1.5420 0.7687 -0.7 2.4 2.8
H 1.0361 -0.5472 -0.2490 0.0 0.2 -0.2
H -1.0666 -1.2725 1.3887 -0.7 0.7 -0.5
H -1.5036 0.3044 -3.4962 0.7 0.1 0.4
O -0.9162 1.8512 2.4039 3.7 -2.6 -2.7
H 1.8322 -3.4839 0.4315 0.4 -0.2 0.1
H -1.4016 -1.8199 -2.5909 -0.2 0.4 -0.1
H 0.6099 -2.6747 0.5756 -2.1 1.4 2.4
H -1.3715 2.0460 3.1449 -2.7 1.4 3.8
C 0.9426 0.1830 -1.0604 -0.9 0.7 -0.4
O 1.1193 -3.0842 -0.0597 2.1 -1.6 -2.5
O 0.9507 0.0139 2.9138 -0.5 -0.1 1.5
H -0.9099 -1.9532 -0.8766 0.1 0.3 -0.9
C -0.6095 -1.5813 -1.8876 0.6 -0.8 0.9
H -1.0532 -2.5172 2.2342 -1.5 -1.7 1.3
H -0.2486 1.1116 2.7630 -0.8 1.3 -0.9
H 1.4065 0.2932 2.1397 1.0 0.9 -1.3
N -0.3019 -0.1453 -1.8047 0.2 -0.6 -1.0
H -1.6481 0.7349 1.3647 -0.3 -0.1 -0.4
H 1.8286 0.1204 -1.7089 -0.3 -0.2 0.1
H 0.5209 -0.7826 2.5913 -0.4 -0.8 0.2
C 0.8477 1.6065 -0.4810 -0.1 0.7 -0.2
H 1.4249 2.3354 -1.0917 -0.8 -0.5 0.1
O -0.1907 1.8069 -2.9613 -0.3 -0.6 -0.6
H 0.2779 -2.2049 -2.1538 -0.5 0.7 0.1
H -1.6360 0.1780 -0.1054 0.0 0.1 0.0
O -0.4919 -1.9505 1.7760 1.7 0.8 -0.7
O -1.9882 0.0058 0.7802 0.2 0.0 0.2
```
Forces are in eV/Å.

For the energy relative to the best compared isomer or geometry (same formula, charge and spin), the calculation gives 146.5 kJ/mol. The charge is 0. The SMILES is CN(C=O)CCO.O.O.O.O.O.


(3)
Entry from the Open Molecules 2025 dataset: a structure of composition C4H10NO3 (the ωB97M-V functional and the def2-TZVPD basis).

The geometry in XYZ format:
```
18
Properties=species:S:1:pos:R:3:forces:R:3
O 4.2585 0.1282 0.3174 -0.5 -0.4 0.4
O -3.6309 0.0071 0.0058 0.1 -0.7 -0.2
C -1.2898 0.4830 -0.0967 -1.6 -0.7 -1.3
C 0.0388 0.0868 -0.6221 0.3 -0.6 0.9
C 0.7666 -0.8928 0.3656 0.9 0.2 -0.4
H 0.7399 -0.3536 1.3438 0.1 -0.1 0.2
H 4.6631 0.1790 -0.5409 0.1 0.0 -0.5
H -2.1936 -1.1922 -0.9964 -0.5 -0.1 -0.5
O 1.9998 -1.1958 -0.0967 0.1 0.0 0.2
H -1.0918 1.1933 1.6974 0.5 0.2 0.3
N -1.5000 1.5303 0.8372 -0.5 -0.4 -0.4
C -2.4964 -0.2941 -0.4445 0.5 0.0 2.2
H -0.0305 -0.4441 -1.5715 -0.1 0.1 -0.1
H 0.7159 0.9297 -0.7156 0.0 0.2 -0.2
H 0.1664 -1.8102 0.4988 -0.5 0.0 0.0
H -2.0292 0.6492 -1.1580 1.1 1.5 -0.8
H 3.4263 -0.4569 0.1782 0.0 0.5 0.1
H -2.5131 1.4533 0.9981 0.1 0.3 0.2
```
Forces are in eV/Å.

For the energy relative to the best compared isomer or geometry (same formula, charge and spin), the calculation gives 409.1 kJ/mol. The charge is -1.


(4)
Entry from the Open Molecules 2025 dataset: the ion C11H23N2O2 with charge +1 (the ωB97M-V functional and the def2-TZVPD basis).

The geometry in XYZ format:
```
38
Properties=species:S:1:pos:R:3:forces:R:3
N 3.7164 -0.5799 -0.1497 -2.5 -5.4 5.6
C -1.6385 1.4712 -0.4971 3.7 -10.4 11.2
C 2.4706 -1.1550 0.2093 6.9 14.8 -6.9
H -1.7293 2.0937 -1.0845 -1.9 11.9 -9.9
H -3.3732 -0.9114 -1.9658 0.1 -0.6 2.4
C 1.9786 2.0304 0.0043 -8.6 -7.2 1.7
H -3.0460 -2.3639 -1.2538 -1.4 -6.8 0.5
C -2.9439 0.9843 0.0421 3.5 -4.4 -4.3
H -3.1937 1.1212 1.0054 -0.9 1.2 3.1
H 1.0975 1.2514 -1.7782 -3.4 1.6 -4.0
H 5.4879 -1.2214 0.6825 11.5 4.6 -1.8
H 2.2785 -1.9985 0.4398 -1.8 -10.9 4.1
H 0.3117 3.0481 -0.5265 -0.4 1.7 -0.3
H 2.6001 2.7300 -0.0147 5.2 6.0 -1.3
H -3.6686 0.9722 -0.7153 -1.5 0.8 -0.5
C -2.8565 -1.4531 -1.0449 6.4 8.5 -9.1
H -2.1519 -2.1149 1.2484 -2.7 -12.1 1.4
H -0.9740 -1.1385 0.4803 -1.2 -0.4 2.8
C -4.1854 -0.9465 0.5469 -6.7 -4.6 1.4
H -2.0782 -0.7243 2.2826 0.6 -1.0 -3.7
C 1.8214 0.9352 -1.2123 5.5 0.2 6.9
H 2.9088 0.8571 -1.4633 -1.4 -0.1 -1.0
H -0.9804 0.7811 -1.0148 -1.1 -1.1 -0.6
C -1.9532 -1.2562 1.1441 5.4 13.1 -0.7
H 0.7168 3.3390 1.1802 -0.2 0.9 0.9
O 4.7123 -1.4812 0.7486 -14.2 -2.8 -0.8
N -2.8308 -0.7148 0.1057 -4.6 2.4 4.1
H -5.0629 -0.8251 -0.2716 2.4 0.8 1.8
H -4.4096 -2.1495 0.6135 1.2 2.5 0.0
C -0.6374 1.7680 0.6431 -3.2 0.7 4.3
H -0.2710 0.8857 1.1696 -0.6 -0.5 -0.1
H -1.7485 -1.1971 -1.6357 -2.5 -1.3 1.9
C 0.4841 2.6241 0.4446 4.8 0.7 -4.6
H -4.5795 -0.6953 1.6095 1.3 0.6 -1.9
H 2.1909 1.5067 0.9229 0.8 -0.7 0.2
O 0.3971 -0.8297 -0.8191 -7.4 -3.9 -1.3
H -1.1929 2.3986 1.5036 0.5 -1.7 -1.6
C 1.3840 -0.3514 -0.5288 8.4 2.9 -0.1
```
Forces are in eV/Å.

For the energy relative to the best compared isomer or geometry (same formula, charge and spin), the calculation gives 1444.5 kJ/mol. The charge is +1. The SMILES is C[N+](C)(C)CCCCCCC(=O)/C=N/O.


(5)
Entry from the Open Molecules 2025 dataset: the molecule C3H5NO2 (the ωB97M-V functional and the def2-TZVPD basis).

The geometry in XYZ format:
```
11
Properties=species:S:1:pos:R:3:forces:R:3
O -0.8955 1.8294 -1.7039 0.5 -0.6 -0.1
H -1.4001 0.0076 -0.0219 0.2 0.1 0.1
N -0.4440 -0.1936 0.2366 0.2 0.1 -0.2
O 1.7404 0.1274 -0.3773 -0.4 0.0 -0.1
H 0.7788 -0.5115 1.8796 -0.2 -0.1 0.0
C 0.0690 1.1021 -1.7520 -0.4 0.4 0.0
C 0.5434 0.2826 -0.5555 -0.1 -0.2 0.3
H 0.7299 1.0151 -2.6361 -0.1 0.1 0.1
C -0.1489 -0.9127 1.4635 0.0 0.0 0.1
H -0.9658 -0.7579 2.1750 0.2 -0.1 -0.1
H -0.0071 -1.9884 1.2919 -0.1 0.3 0.0
```
Forces are in eV/Å.

For the energy relative to the best compared isomer or geometry (same formula, charge and spin), the calculation gives 79.5 kJ/mol. The charge is 0. The SMILES is CNC(=O)C=O.


no.,DFT total energy (eV)
1,-20227.70797
2,-20278.94124
3,-11941.15726
4,-18833.47837
5,-8776.87032